The following is a DFT calculation (the ωB97M-V functional and the def2-TZVPD basis) of a single C17H16N2O5 molecule in a non-equilibrium geometry.

```
40
Properties=species:S:1:pos:R:3
C 3.961 -0.821 -0.633
H -2.040 -1.372 1.873
C -4.562 -1.339 0.443
H -6.271 2.007 -0.401
N -3.678 2.157 -0.472
O 1.859 -2.022 -0.909
H 1.769 -3.928 -1.491
C -1.584 -0.936 0.995
H 5.687 0.398 -0.404
H -4.075 -2.276 0.664
H -1.836 0.046 -0.836
C -3.770 -0.242 0.105
C 4.619 0.346 -0.268
H 6.390 2.092 1.083
C 2.589 -0.954 -0.487
H 1.978 2.112 0.844
H 6.025 3.815 0.820
H 3.208 -3.545 -0.517
C -0.104 -1.057 0.926
O -4.271 3.083 -0.984
O 0.488 -2.003 1.397
C 5.825 2.803 0.471
C -5.940 -1.244 0.473
H 6.139 2.712 -0.574
C -5.813 1.057 -0.169
H -6.529 -2.109 0.738
C -4.424 0.963 -0.189
N 0.493 0.003 0.305
H -7.648 0.023 0.179
H 3.116 -3.021 -2.226
C -2.317 -0.366 0.041
H -0.047 0.851 0.203
C 2.529 1.284 0.425
C 1.875 0.114 0.088
C -6.572 -0.047 0.159
C 2.542 -3.183 -1.306
C 3.904 1.418 0.246
O -2.499 2.184 -0.175
H 4.545 -1.625 -1.050
O 4.438 2.620 0.613
```

Calculated values
E_HOMO, eV: -7.806
E, a.u.: -1143.001924
E_LUMO, eV: -0.7519
2S+1: 1
Kohn-Sham gap, eV: 7.05